45
Properties=species:S:1:pos:R:3:forces:R:3:mulliken_spin:R:1 method="wB97M-V/def2-TZVPD" total_charge=+2 s2=6.046 relative_energy_kcal_mol=0.0 multiplicity=5
Ru 0.1167 1.9630 -0.5702 -0.33 -0.18 -1.13 2.50
O -3.6270 2.6741 0.3594 -0.74 0.60 0.18 0.04
C -2.6213 2.0754 0.4730 0.50 -1.01 -0.06 0.03
O -1.7830 1.9274 -0.6021 0.32 -0.08 0.51 0.20
C -2.3037 1.2718 1.7436 0.83 -0.24 -0.94 0.08
C -3.2975 0.9701 2.6182 -3.00 1.50 -0.77 0.02
C -3.1178 0.3385 3.8264 0.68 -0.86 1.31 0.25
C -1.8670 -0.2188 4.1851 -1.22 0.42 0.57 -0.02
C -0.8959 -0.0417 3.2727 0.96 -0.34 -0.52 0.17
C -1.0099 0.7054 2.0190 0.83 0.37 0.23 0.13
O 0.0515 0.8901 1.3210 -1.20 -0.30 1.03 0.33
N 0.3930 -0.7481 3.4755 -2.15 0.41 -1.29 -0.01
O 1.0262 -0.4452 4.4175 1.51 0.05 1.29 0.00
O 0.5741 -1.5885 2.6201 0.77 -0.39 -0.07 0.02
N -4.2814 0.1720 4.8219 0.31 -0.32 -1.36 -0.02
O -5.3659 0.5292 4.4427 0.17 0.29 -0.06 0.02
O -3.9964 -0.3922 5.8375 0.23 0.00 0.55 0.01
H -4.3502 1.3077 2.3944 1.22 -0.21 0.19 0.00
H -1.7579 -0.7156 5.1546 0.15 0.06 -0.45 0.00
C 2.9868 -2.5976 -1.1613 0.76 -0.97 0.42 0.00
C 2.0869 -2.0696 -0.0331 0.57 -1.55 -0.63 0.00
N 1.3907 -0.8811 -0.4560 -0.32 0.55 -0.80 0.03
C 1.1837 -0.5163 -1.7267 0.93 0.52 -0.64 -0.03
N 0.5325 0.7058 -1.9716 0.16 0.27 1.70 0.19
C 0.0626 1.0333 -3.3201 0.22 0.03 -0.31 -0.06
C 1.2073 0.6905 -4.2795 -0.35 0.18 0.12 0.01
C 1.5900 -0.7550 -4.1497 0.96 -0.62 0.82 0.00
N 1.7387 -1.1829 -2.7337 -0.91 0.51 0.68 0.03
C 2.3170 -2.5234 -2.5020 -1.34 -0.10 0.02 0.00
H 3.3185 -3.6646 -0.9910 -0.64 1.11 0.07 0.00
H 3.9214 -2.0551 -1.2104 0.19 0.42 0.10 0.00
H 2.6779 -1.8888 0.8577 -0.03 0.29 0.08 0.00
H 1.3568 -2.8381 0.2174 -0.11 0.00 0.11 0.00
H 0.9256 -0.3580 0.2592 -0.26 -0.02 0.30 -0.01
H -0.2465 2.1040 -3.4140 0.42 -0.75 0.36 0.03
H -0.8421 0.4448 -3.4533 -0.11 -0.13 -0.54 0.00
H 2.0466 1.3553 -4.1393 0.36 0.13 0.57 0.00
H 0.9575 0.8833 -5.2992 -0.62 -0.01 -0.76 0.00
H 2.6102 -0.9560 -4.5366 -0.87 0.13 -0.43 0.00
H 0.8320 -1.4155 -4.5661 0.17 -0.04 -0.46 0.00
H 2.9987 -2.6845 -3.3199 0.27 -0.29 -0.18 0.00
H 1.4804 -3.2556 -2.5616 0.54 0.32 -0.14 0.00
O 0.0939 3.6402 0.7613 1.09 -1.53 1.03 0.02
H 0.0468 4.5480 0.5223 -0.28 1.55 -0.55 0.00
H 0.8395 3.5626 1.3966 -0.65 0.22 -0.17 0.00